Record 1
Computed, not measured: the molecule C5H6N2O, with wB97M-V/def2-TZVPD.

* HOMO: -8.8155 eV
* structure (SMILES): Cc1n[nH]ccc1=O
* relative energy (zero: lowest compared OMol25 entry of this formula, charge and spin): 89.8 kcal per mole
* frontier orbital gap: 9.0 eV
* energy: -10305.70734 eV

Each line ends with the Mulliken charge.
Cartesian coordinates (Å):
C  -0.2006  1.8826  -1.2473  -0.924
C  -0.0420  0.7057  -0.4555  0.307
N  -1.1006  -0.1722  -0.3573  -0.402
N  -1.3400  -1.2731  0.4160  -0.168
C  -0.2130  -1.5906  1.2490  -0.309
C  0.8725  -0.8648  1.2714  -0.484
C  1.1143  0.1820  0.2875  0.786
O  2.3944  0.4124  0.0995  -0.679
H  -1.1285  1.5995  -2.1288  0.243
H  0.7065  1.9767  -1.9939  0.276
H  -0.4895  2.9328  -0.5780  0.237
H  -2.0298  -2.0635  -0.0637  0.325
H  -0.1886  -2.5652  1.6090  0.385
H  1.6449  -1.1624  1.8922  0.406



Record 2
Computed, not measured: a structure of composition C41H41CdN5O2PS, with wB97M-V/def2-TZVPD.

* HOMO: -9.5577 eV
* relative energy (zero: lowest compared OMol25 entry of this formula, charge and spin): 0.0 kcal per mole
* frontier orbital gap: 7.9 eV
* charge: +1
* energy: -79412.58678 eV

Each line ends with the Mulliken charge.
Cartesian coordinates (Å):
Cd  10.8477  10.5451  12.8251  2.285
C  7.6473  13.9047  18.6990  -0.480
C  6.9486  13.1861  17.7281  -0.722
C  7.6270  12.7222  16.6060  -0.027
C  8.9987  12.9317  16.4467  0.059
C  9.6933  13.5861  17.4582  -0.103
C  9.0203  14.0779  18.5668  -0.850
P  9.7539  12.3776  14.8549  0.364
C  11.5120  12.7242  15.2225  0.907
C  12.2071  13.8772  14.8288  -0.431
C  13.4838  14.1487  15.3220  -0.929
C  14.0991  13.2403  16.1631  -0.560
C  13.4335  12.0726  16.5365  -0.634
C  12.1645  11.8229  16.0461  -0.565
C  9.2334  13.6931  13.7029  0.479
C  8.5516  14.8059  14.1499  -0.122
C  8.0213  15.7449  13.2241  -0.943
C  8.1880  15.5626  11.8953  -0.808
C  8.8717  14.4469  11.3981  0.918
C  9.0411  14.2950  10.0161  -1.064
C  9.7983  13.2746  9.5294  -1.399
C  10.3823  12.3356  10.4181  0.732
C  10.1701  12.3818  11.7874  -1.310
C  9.4235  13.4826  12.2927  0.626
H  7.1153  14.2900  19.5357  0.444
H  5.8768  13.0053  17.8428  0.386
H  7.0274  12.2659  15.8222  0.331
H  10.7484  13.7739  17.3700  0.320
H  9.5624  14.6405  19.3235  0.401
H  11.7400  14.6038  14.1547  0.429
H  14.0054  15.0369  15.0089  0.463
H  15.0768  13.4284  16.5446  0.476
H  13.9105  11.3766  17.2311  0.455
H  11.6823  10.9031  16.3585  0.296
H  8.3606  14.9521  15.2062  0.431
H  7.5129  16.6308  13.5832  0.429
H  7.7958  16.2678  11.1811  0.392
H  8.6121  15.0536  9.3873  0.377
H  9.9887  13.2027  8.4610  0.476
H  10.9958  11.5401  10.0173  0.421
O  9.8095  8.8887  14.2357  -0.317
C  9.0875  7.7315  13.8146  -0.934
C  8.8835  7.7746  12.3328  0.477
C  8.2273  6.7371  11.6792  -0.849
C  7.9215  6.8557  10.3309  -0.428
C  8.3144  8.0061  9.6665  -0.974
C  9.0149  8.9649  10.3800  -0.216
N  9.3010  8.8524  11.6724  0.171
H  9.6429  9.1010  15.1648  0.153
H  8.1066  7.6772  14.2786  0.493
H  9.6560  6.8423  14.0954  0.341
H  7.9077  5.8496  12.2171  0.464
H  7.3706  6.0641  9.8421  0.458
H  8.0802  8.1734  8.6226  0.488
H  9.3713  9.8853  9.9074  0.268
C  15.2641  12.2165  12.7257  -1.314
N  14.1807  11.4798  13.3641  0.618
C  14.1207  10.1697  13.3866  0.637
N  15.1716  9.4316  12.9911  -0.319
S  12.7638  9.3161  13.9358  -0.653
H  14.9769  13.2356  12.5280  0.357
H  15.5060  11.7498  11.7593  0.368
H  16.1764  12.2332  13.3459  0.380
H  13.4341  11.9740  13.8369  -0.407
H  16.0702  9.8187  12.7677  0.191
H  15.0653  8.4349  12.9624  0.240
C  13.1513  8.1245  7.0490  -1.110
N  13.3667  8.1115  8.4982  -0.083
N  13.3798  9.3942  9.0726  0.773
C  12.6578  9.3660  10.2695  0.173
O  12.5317  10.3745  10.9678  -0.953
C  12.1369  8.0341  10.3869  -0.233
C  12.5136  7.3526  9.2922  -0.084
C  12.0432  6.0316  8.8072  -1.824
C  14.4997  10.2633  8.8583  -0.132
C  15.7256  9.6647  8.6132  0.307
C  16.8417  10.4653  8.4519  -0.881
C  16.7250  11.8468  8.5273  -0.449
C  15.5057  12.4477  8.8042  -0.936
C  14.3638  11.6323  8.9759  -0.174
H  13.9540  8.6906  6.5805  0.357
H  12.1892  8.5798  6.7889  0.296
H  13.2137  7.1165  6.6478  0.435
H  11.5254  7.6606  11.1924  0.482
H  11.4886  5.5440  9.5898  0.421
H  12.8932  5.4215  8.5108  0.415
H  11.3899  6.1562  7.9407  0.365
H  15.8378  8.5958  8.5642  0.495
H  17.8191  10.0317  8.2486  0.411
H  17.6098  12.4442  8.3802  0.426
H  15.4140  13.5281  8.7885  0.457
H  13.3863  12.0775  9.1370  0.402



Record 3
Computed, not measured: the molecule C4H5ClS2, with wB97M-V/def2-TZVPD.

* HOMO: -8.8787 eV
* structure (SMILES): C/C(=C/Cl)C(=S)S
* relative energy (zero: lowest compared OMol25 entry of this formula, charge and spin): 11.6 kcal per mole
* frontier orbital gap: 8.5 eV
* energy: -38420.98391 eV

Each line ends with the Mulliken charge.
Cartesian coordinates (Å):
C  -0.1155  1.5252  0.4540  -1.094
C  0.2556  0.1487  -0.0844  0.342
C  1.5518  -0.0577  -0.3193  -0.337
Cl  2.1615  -1.5812  -0.8402  -0.171
C  -0.8190  -0.8263  -0.3774  0.065
S  -1.8029  -0.7028  -1.6366  -0.199
S  -0.9622  -2.0414  0.8478  -0.089
H  -0.5634  1.5019  1.4710  0.263
H  -0.8460  1.9916  -0.2201  0.305
H  0.7506  2.1655  0.5194  0.353
H  2.3366  0.5846  -0.0548  0.413
H  -1.9471  -2.7082  0.2406  0.149



Record 4
Computed, not measured: the ion C3H6N3O with charge +1, with wB97M-V/def2-TZVPD.

* HOMO (alpha / beta): -12.9714 / -13.2541 eV
* relative energy (zero: lowest compared OMol25 entry of this formula, charge and spin): 93.1 kcal per mole
* frontier orbital gap (alpha / beta): 7.8 / 8.3 eV
* charge: +1
* energy: -9714.69401 eV

Each line ends with the Mulliken charge.
Cartesian coordinates (Å):
C  -0.4342  -1.0951  -0.6025  0.080
C  0.4062  1.5945  0.6472  -0.259
C  1.0129  0.1527  0.8178  -0.529
N  -1.7569  0.7107  0.1701  -0.094
N  -0.9686  1.4963  0.4749  0.217
N  -0.8645  -1.8775  -1.4902  -0.121
O  0.7936  -0.7662  -0.3024  -0.325
H  0.6981  2.2810  1.5036  0.332
H  0.6053  2.0088  -0.3273  0.279
H  2.0330  0.2000  1.0780  0.407
H  0.3929  -0.2168  1.5548  0.488
H  -1.7601  -2.3414  -1.4801  0.288
H  -0.1576  -2.1468  -2.0437  0.237



Which of these has the highest energy?
C3H6N3O